C3H6N2S2 | ωB97M-V/def2-TZVPD

```
13
Properties=species:S:1:pos:R:3:lowdin_charge:R:1
N -1.75041 -0.43018 -1.33290 -0.007
N -1.45092 0.87350 -0.96711 -0.044
C -0.64862 1.05167 0.01056 -0.186
C -0.01674 -0.04216 0.89937 -0.253
C 1.29742 -0.59299 0.29325 -1.178
S 1.31286 -1.94362 -0.63421 0.651
S 2.84505 0.18998 0.55495 0.754
H -2.19892 -0.51804 -2.27322 0.103
H -1.01423 -1.12196 -1.22557 -0.005
H -0.43654 2.10098 0.19287 0.099
H 0.20195 0.26636 1.92562 0.099
H -0.65758 -0.89524 1.02156 0.084
H 2.51668 1.06169 1.53483 -0.117
```

Summary:
SMILES: N/N=C\CC(=S)S
Frontier orbital gap: 0.3053 Ha


C3HF3O | ωB97M-V/def2-TZVPD

```
8
Properties=species:S:1:pos:R:3:lowdin_charge:R:1
F 2.33009 0.79714 -0.49045 0.210
C 1.17171 0.35657 -0.18306 -0.028
C 0.33148 -0.66356 -0.12556 -0.166
F 0.51079 -1.96033 -0.32353 0.120
C -0.91068 0.14041 0.17457 -0.380
F -1.52422 -0.14246 1.34704 0.065
O -0.23056 1.36439 0.20936 0.014
H -1.67860 0.10785 -0.60838 0.165
```

Summary:
SMILES: FC1=C(F)[C@@H](F)O1
Frontier orbital gap: 0.4038 Ha


C6H7NS2 | ωB97M-V/def2-TZVPD

```
16
Properties=species:S:1:pos:R:3:lowdin_charge:R:1
C -0.38863 -1.19631 1.67777 -0.071
C -0.52234 -0.31865 0.46715 -0.352
C -0.63934 1.17134 0.65706 -0.721
S -1.26181 2.23977 1.69576 0.703
N 0.40671 1.40116 -0.49760 -0.100
C 0.24239 2.11902 -1.73133 -0.154
C 0.24828 1.26745 -2.75959 -0.418
S 0.28557 -0.42735 -2.33079 0.921
C 0.61060 -0.00422 -0.59468 -0.524
H 0.32563 -2.12318 1.66725 0.115
H -1.40693 -1.56393 1.96693 0.093
H 0.07186 -0.53485 2.40396 0.064
H -1.47759 -0.48699 -0.12061 0.156
H 0.15613 3.22686 -1.62326 0.131
H 0.25820 1.47197 -3.82416 0.063
H 1.57263 -0.31215 -0.30412 0.095
```

Summary:
SMILES: C[C@H]1C(=S)N2C=CS[C@H]12
Frontier orbital gap: 0.2905 Ha


CH2N2O3 | ωB97M-V/def2-TZVPD

```
8
Properties=species:S:1:pos:R:3:lowdin_spin:R:1
C 0.03822 -0.98989 -0.64180 0.010
N 0.03154 -0.43641 0.51528 0.031
N -0.31455 1.02423 0.45329 0.168
O 0.18370 -0.84283 1.64592 0.026
O 0.37702 1.98829 -1.17082 1.711
O -0.45862 1.66289 1.41293 0.051
H 0.25631 -2.04376 -0.71267 0.001
H -0.11362 -0.36253 -1.50214 0.001
```

Summary:
⟨S²⟩: 2.0897
Spin multiplicity: 3
Frontier orbital gap (spin up / spin down): 0.3068 / 0.3088 Ha


C4H15NO3 | ωB97M-V/def2-TZVPD

```
23
Properties=species:S:1:pos:R:3:lowdin_spin:R:1
C -0.01141 2.75330 0.33998 0.039
C -0.88131 1.63247 -0.10707 0.315
C -1.67095 0.89317 0.76821 0.202
N -1.60374 1.00934 2.10209 0.286
C -1.06973 1.49680 -1.55690 0.061
H 0.59335 2.40593 1.19647 0.007
H 0.74075 2.98169 -0.41455 0.003
H -0.51586 3.68437 0.60182 0.016
H -2.47557 0.27348 0.40137 0.004
H -1.47495 0.16824 2.67362 0.013
H -1.04876 1.80663 2.40159 0.005
H -0.89175 2.42756 -2.08204 0.009
H -0.37515 0.78337 -2.01435 0.025
H -2.04980 1.09154 -1.80586 0.007
H 2.88667 -2.81454 -1.19432 0.000
H 4.22659 -2.33497 -1.93706 0.000
O 3.69675 -3.07655 -1.63146 0.000
H -0.45618 -1.76602 -1.67015 0.000
H -1.04179 -2.32474 -0.36797 0.000
O -0.49852 -2.56475 -1.13159 0.000
H 0.60163 -1.46504 0.85216 0.000
H 0.53308 -0.12899 1.46012 0.001
O 1.11571 -0.89692 1.45331 0.006
```

Summary:
⟨S²⟩: 0.7577
Spin multiplicity: 2
Frontier orbital gap (spin up / spin down): 0.3292 / 0.2034 Ha
Charge: +1


C5H8 | ωB97M-V/def2-TZVPD

```
13
Properties=species:S:1:pos:R:3:lowdin_charge:R:1
C 0.61938 0.83402 -1.44332 -0.064
C 0.64214 -0.41698 -1.72981 -0.061
C -0.63661 0.07277 -1.14479 -0.147
C 0.27934 -0.55658 1.57749 -0.123
C -0.79731 0.26472 0.79177 -0.099
H 0.86779 1.83028 -1.78842 0.100
H 1.17887 -1.32634 -1.98823 0.099
H -1.60025 0.08861 -1.64943 0.085
H -0.16934 -1.32106 2.12085 0.027
H 0.69330 0.06976 2.36605 0.051
H 1.26090 -0.80140 1.02612 0.089
H -0.59895 1.25127 0.87270 0.026
H -1.73925 0.01093 0.98902 0.016
```

Summary:
Frontier orbital gap: 0.3568 Ha